Formula: C3H4O4Pd
Source: the OMol25 dataset
Level of theory: the ωB97M-V functional and the def2-TZVPD basis

**Charge**: 0
**<S²>**: 2.01
**ΔE to the lowest compared entry with this formula, charge and spin**: 0.000 eV
**Spin multiplicity**: 3
**Frontier orbital gap (spin up / spin down)**: 6.432 / 5.233 eV

Last column: Mulliken charge in e.
Element x y z (Å)
1 O -1.092 -0.940 0.732  -0.325
2 C -2.047 -0.614 -0.204  0.796
3 C 0.065 -0.098 0.814  -0.470
4 O -3.214 -0.600 0.209  -0.473
5 O -1.602 -0.359 -1.355  -0.271
6 C 0.758 0.006 -0.510  -0.113
7 H 0.713 -0.559 1.573  0.262
8 H -0.255 0.885 1.185  0.314
9 H 1.193 -0.947 -0.844  0.238
10 O 2.089 0.986 -0.431  -0.687
11 H 2.658 0.852 0.328  0.294
12 Pd 0.733 1.390 -1.497  0.435